No. 1
Formula: C6H14N2O2
Source: the OMol25 dataset
Level of theory: the ωB97M-V functional and the def2-TZVPD basis

XYZ file:
```
24
C6H14N2O2, DFT the ωB97M-V functional and the def2-TZVPD basis
O 19.698 -8.408 -10.240
O 21.717 -3.983 -15.968
N 19.851 -9.267 -12.339
N 23.531 -4.246 -14.591
C 22.318 -4.552 -15.004
C 24.027 -4.975 -13.447
C 18.686 -8.645 -12.893
C 24.496 -3.258 -15.272
C 20.557 -10.153 -13.219
C 20.269 -9.115 -11.027
H 20.679 -9.680 -14.193
H 24.059 -6.062 -13.509
H 24.074 -2.650 -16.072
H 25.028 -2.656 -14.535
H 23.553 -4.793 -12.482
H 20.048 -11.091 -13.439
H 21.552 -10.451 -12.888
H 21.081 -9.819 -10.788
H 25.268 -3.739 -15.872
H 18.983 -8.358 -13.902
H 21.861 -5.289 -14.325
H 18.571 -7.714 -12.337
H 17.797 -9.247 -12.710
H 25.071 -4.835 -13.167
```

LUMO level   0.46 eV
Energy relative to the best compared isomer or geometry (same formula, charge and spin)   242.36 kJ/mol
Frontier orbital gap   9.8 eV
HOMO energy   -0.343 hartree
Total charge   0

No. 2
Formula: C3H7N2OS
Source: the OMol25 dataset
Level of theory: the ωB97M-V functional and the def2-TZVPD basis

XYZ file:
```
14
C3H7N2OS, DFT the ωB97M-V functional and the def2-TZVPD basis
S -2.434 0.809 0.300
O 1.959 0.615 -1.289
N 2.325 -0.988 0.254
N -0.225 -1.548 0.592
C 0.028 -0.389 -0.287
C 1.514 -0.199 -0.500
C -0.596 0.880 0.319
H -0.267 0.915 1.364
H 1.907 -1.796 0.695
H -0.311 1.789 -0.216
H -0.265 -1.186 1.545
H -1.166 -1.846 0.364
H -0.468 -0.606 -1.227
H 3.312 -0.981 0.049
```

LUMO level   3.80 eV
Energy relative to the best compared isomer or geometry (same formula, charge and spin)   27.29 kJ/mol
Frontier orbital gap   6.4 eV
HOMO energy   -0.094 hartree
Total charge   -1

No. 3
Formula: C17H20N2O4S2
Source: the OMol25 dataset
Level of theory: the ωB97M-V functional and the def2-TZVPD basis

XYZ file:
```
45
C17H20N2O4S2, DFT the ωB97M-V functional and the def2-TZVPD basis
S 0.742 -0.832 2.447
S 1.684 2.130 0.845
O 1.830 2.183 2.274
O -4.081 -0.993 1.066
O -3.340 2.194 -0.167
O 1.530 3.368 0.134
N -5.367 0.440 -0.160
N -2.127 0.829 1.202
C 3.817 0.396 0.975
C -3.190 1.162 0.462
C 0.600 -0.324 0.798
C 1.007 -1.307 -0.058
C 1.422 -2.480 0.607
C 5.025 -0.393 -0.956
C 4.242 0.427 -1.765
C 6.103 -1.237 -1.561
C -6.534 -0.388 -0.344
C 4.805 -0.395 0.417
C 1.331 -2.371 1.956
C 3.046 1.192 0.151
C -6.803 -0.647 -1.821
C 0.209 1.056 0.469
C -0.931 1.622 1.310
C 3.250 1.218 -1.216
C -4.266 0.068 0.494
H -6.338 -1.325 0.184
H 1.004 -1.196 -1.127
H 6.987 -0.627 -1.750
H 1.767 -3.362 0.099
H 2.638 1.864 -1.825
H -0.605 1.668 2.354
H -6.975 0.290 -2.347
H 5.780 -1.657 -2.511
H -5.955 -1.150 -2.277
H -7.683 -1.274 -1.934
H 0.022 1.175 -0.598
H 3.634 0.413 2.037
H 4.412 0.441 -2.831
H 5.411 -1.023 1.054
H 6.387 -2.046 -0.893
H -5.333 1.354 -0.596
H -1.167 2.630 0.961
H -2.157 -0.092 1.625
H 1.569 -3.104 2.700
H -7.400 0.103 0.114
```

LUMO level   0.56 eV
Energy relative to the best compared isomer or geometry (same formula, charge and spin)   7.53 kJ/mol
Frontier orbital gap   9.5 eV
HOMO energy   -0.330 hartree
Total charge   0

Question: energy relative to the best compared isomer or geometry (same formula, charge and spin) of number 3 (C17H20N2O4S2)?
Answer: 7.53 kJ/mol

Please write out number 1 again, unchanged.
Formula: C6H14N2O2
Source: the OMol25 dataset
Level of theory: the ωB97M-V functional and the def2-TZVPD basis

XYZ file:
```
24
C6H14N2O2, DFT the ωB97M-V functional and the def2-TZVPD basis
O 19.698 -8.408 -10.240
O 21.717 -3.983 -15.968
N 19.851 -9.267 -12.339
N 23.531 -4.246 -14.591
C 22.318 -4.552 -15.004
C 24.027 -4.975 -13.447
C 18.686 -8.645 -12.893
C 24.496 -3.258 -15.272
C 20.557 -10.153 -13.219
C 20.269 -9.115 -11.027
H 20.679 -9.680 -14.193
H 24.059 -6.062 -13.509
H 24.074 -2.650 -16.072
H 25.028 -2.656 -14.535
H 23.553 -4.793 -12.482
H 20.048 -11.091 -13.439
H 21.552 -10.451 -12.888
H 21.081 -9.819 -10.788
H 25.268 -3.739 -15.872
H 18.983 -8.358 -13.902
H 21.861 -5.289 -14.325
H 18.571 -7.714 -12.337
H 17.797 -9.247 -12.710
H 25.071 -4.835 -13.167
```

LUMO level   0.46 eV
Energy relative to the best compared isomer or geometry (same formula, charge and spin)   242.36 kJ/mol
Frontier orbital gap   9.8 eV
HOMO energy   -0.343 hartree
Total charge   0